Formula: C36H34F5N4O4PTi
Source: the OMol25 dataset
Level of theory: wB97M-V/def2-TZVPD

Output
**HOMO energy (alpha / beta)**: -0.225 / -0.283 Eh
**Spin multiplicity**: 3
**Energy relative to the best compared isomer or geometry (same formula, charge and spin)**: 23.20 kJ/mol
**Frontier orbital gap (alpha / beta)**: 6.628 / 8.213 eV

Atoms and positions in Å:
1 Ti -0.028 -0.208 -0.310
2 C -0.103 -3.638 0.659
3 C -1.322 -3.125 -0.082
4 N -1.676 -1.687 0.131
5 C -2.988 -1.498 -0.566
6 C -2.982 -1.762 -2.053
7 C -1.931 -1.397 1.586
8 C -0.671 -1.203 2.446
9 N 0.338 -0.476 1.652
10 C 1.601 -0.152 2.158
11 C 2.476 0.535 1.312
12 F 2.067 0.794 0.036
13 C 3.723 0.975 1.660
14 F 4.444 1.647 0.751
15 C 4.226 0.728 2.917
16 C 3.405 0.034 3.762
17 F 3.810 -0.246 5.012
18 C 2.141 -0.404 3.404
19 F 1.426 -1.054 4.340
20 H 0.215 -4.558 0.164
21 H -0.334 -3.887 1.697
22 H 0.746 -2.949 0.647
23 H -2.193 -3.729 0.200
24 H -1.195 -3.247 -1.153
25 H -3.264 -0.476 -0.364
26 H -3.735 -2.124 -0.065
27 H -2.197 -1.212 -2.581
28 H -3.952 -1.433 -2.443
29 H -2.875 -2.821 -2.296
30 H -2.548 -2.196 2.014
31 H -2.516 -0.482 1.611
32 H -0.299 -2.160 2.805
33 H -0.965 -0.649 3.340
34 H 5.212 1.063 3.220
35 C -5.268 4.014 0.125
36 C -5.061 2.816 -0.546
37 C -3.777 2.276 -0.612
38 C -2.694 2.922 -0.020
39 C -2.915 4.127 0.643
40 C -4.194 4.670 0.720
41 P -1.015 2.198 -0.188
42 C -0.395 3.043 -1.714
43 C 0.973 3.076 -1.999
44 C 1.447 3.651 -3.171
45 C 0.556 4.183 -4.100
46 C -0.806 4.113 -3.850
47 C -1.274 3.551 -2.663
48 C -0.125 3.005 1.210
49 C 0.723 4.104 1.107
50 C 1.401 4.588 2.226
51 C 1.222 3.989 3.463
52 C 0.341 2.917 3.588
53 C -0.323 2.436 2.468
54 H -6.266 4.437 0.187
55 H -5.891 2.301 -1.018
56 H -3.619 1.355 -1.159
57 H -2.085 4.644 1.113
58 H -4.346 5.608 1.248
59 H 1.683 2.652 -1.296
60 H 2.517 3.690 -3.353
61 H 0.924 4.635 -5.013
62 H -1.512 4.510 -4.571
63 H -2.342 3.534 -2.480
64 H 0.865 4.600 0.160
65 H 2.070 5.434 2.121
66 H 1.760 4.356 4.328
67 H 0.183 2.443 4.551
68 H -0.987 1.586 2.572
69 F 1.341 2.083 -7.076
70 C 0.776 1.039 -6.474
71 C 1.357 0.372 -5.513
72 N 0.800 -0.751 -4.922
73 C 1.430 -1.391 -3.776
74 C 0.846 -0.932 -2.477
75 O 1.285 -1.455 -1.394
76 O -0.081 -0.079 -2.468
77 C -0.456 -1.207 -5.281
78 O -0.987 -2.161 -4.755
79 N -1.057 -0.462 -6.292
80 C -0.565 0.657 -6.946
81 O -1.177 1.240 -7.802
82 H 2.329 0.680 -5.145
83 H 2.496 -1.174 -3.783
84 H 1.307 -2.463 -3.843
85 H -1.973 -0.774 -6.573